The following is a DFT calculation (ωB97M-V with the def2-TZVPD basis set) of a 9-piece molecular cluster, C12H45N3O9 overall in a non-equilibrium geometry.

Calculated values
Total charge: 0
SMILES string: COC[C@H](C)N.COC[C@H](C)N.COC[C@H](C)N.O.O.O.O.O.O
HOMO-LUMO gap in eV: 9.206
Relative energy (zero: lowest compared OMol25 entry of this formula, charge and spin) in kcal/mol: 106.4

Each line ends with the natural charge from an NBO analysis.
CARTESIAN COORDINATES (ANGSTROEM)
O: 2.7809 -0.9786 -0.5373  -0.9468
H: 2.6297 -1.2659 -1.4377  0.4711
H: 3.2526 -0.1504 -0.6256  0.4753
O: 7.2388 -1.0767 0.7377  -0.9397
H: 6.3984 -1.2486 0.3130  0.4700
H: 7.3470 -0.1274 0.6803  0.4697
O: 1.7066 -3.3855 3.1513  -0.9389
H: 2.4516 -3.2538 3.7377  0.4660
H: 1.9903 -3.0147 2.3157  0.4729
O: 5.5852 -2.4581 -4.4809  -0.9410
H: 6.5373 -2.3591 -4.4863  0.4694
H: 5.4370 -3.3332 -4.1225  0.4718
O: 1.1460 -1.2818 -6.4656  -0.9364
H: 2.0987 -1.1900 -6.4755  0.4694
H: 0.8911 -1.2390 -7.3873  0.4670
O: 5.2465 1.9846 -2.3149  -0.9410
H: 5.5986 1.4613 -3.0350  0.4701
H: 5.5370 2.8772 -2.5025  0.4711
C: -3.3309 1.3636 2.7454  -0.6272
C: -3.8888 2.1506 1.4255  -0.0536
C: -5.1409 2.9517 1.8717  -0.0682
O: -5.8996 3.3537 0.7388  -0.5635
C: -6.7609 4.4800 0.8356  -0.2414
N: -2.7734 2.9217 0.8929  -0.8160
H: -2.3107 0.9833 2.6935  0.2129
H: -3.8422 0.4184 2.9275  0.2069
H: -3.4315 2.0402 3.5940  0.2050
H: -4.1914 1.3731 0.7240  0.1695
H: -4.9200 3.7431 2.5879  0.1784
H: -5.7676 2.2488 2.4206  0.1703
H: -7.2956 4.4633 1.7853  0.1659
H: -7.5244 4.4822 0.0576  0.1910
H: -6.1664 5.3876 0.7305  0.1713
H: -3.2753 3.1037 0.0355  0.3498
H: -2.0773 2.2835 0.5348  0.3493
C: -1.5630 -5.9205 -2.0862  -0.6141
C: -2.6217 -6.7979 -2.7222  -0.0786
C: -3.9804 -6.2062 -3.1811  -0.0861
O: -4.6843 -5.6461 -1.9566  -0.5626
C: -4.4223 -4.2843 -1.6692  -0.2495
N: -1.8053 -7.5902 -3.6610  -0.8423
H: -1.8830 -5.4235 -1.1704  0.2105
H: -1.4575 -5.0822 -2.7749  0.1938
H: -0.6134 -6.4083 -1.8663  0.2333
H: -2.9555 -7.5175 -1.9747  0.1914
H: -4.7225 -6.9773 -3.3881  0.1981
H: -4.0110 -5.5351 -4.0395  0.1760
H: -3.3703 -4.1012 -1.8880  0.1710
H: -4.6941 -4.1520 -0.6219  0.1882
H: -5.1068 -3.6022 -2.1736  0.1637
H: -1.3840 -7.2216 -4.5017  0.3602
H: -2.3937 -8.3005 -4.0725  0.3471
C: 4.0427 6.1310 2.7688  -0.6300
C: 3.1217 5.0687 2.1598  -0.0592
C: 2.9930 3.7155 2.9869  -0.0618
O: 4.1454 2.7845 2.9307  -0.5563
C: 4.0778 1.9418 4.0504  -0.2519
N: 1.8153 5.6242 2.1085  -0.8315
H: 5.0517 5.7203 2.7324  0.2133
H: 3.8225 6.2996 3.8229  0.2109
H: 4.0517 7.1700 2.4394  0.2192
H: 3.3759 4.7729 1.1419  0.1652
H: 2.2083 3.1000 2.5471  0.1749
H: 2.7866 4.0028 4.0179  0.1773
H: 4.8879 1.2602 4.3095  0.2024
H: 3.0677 1.5323 4.0475  0.1635
H: 4.0655 2.6366 4.8901  0.1556
H: 1.6928 6.3537 1.4208  0.3590
H: 1.1858 4.9437 1.7075  0.3488



The following is a DFT calculation (ωB97M-V with the def2-TZVPD basis set) of a 11-piece molecular cluster, C12H46N8O11 overall in a non-equilibrium geometry.

Calculated values
Total charge: 0
SMILES string: NC(N)=O.NC(N)=O.NC(N)=O.NC(N)=O.CCO.CO.CO.CO.CO.CO.CO
HOMO-LUMO gap in eV: 7.420
Relative energy (zero: lowest compared OMol25 entry of this formula, charge and spin) in kcal/mol: 0.0

Each line ends with the Löwdin charge.
CARTESIAN COORDINATES (ANGSTROEM)
C: -1.3852 4.4572 0.6046  -0.0854
C: -1.2442 3.2692 1.5286  -0.3420
O: -0.4242 3.4962 2.6566  -0.0731
H: -1.7022 5.3512 1.1396  0.0724
H: -2.0922 4.1912 -0.2044  0.0631
H: -0.4812 4.6712 0.0296  0.0679
H: -0.8212 2.3852 1.0146  0.0852
H: -2.2332 2.9232 1.9016  0.0918
H: 0.0538 2.6552 2.7256  0.0708
C: 3.8688 -0.0078 -0.5794  -0.6360
O: 3.4988 -1.2508 -0.2414  -0.0801
N: 3.0968 1.0042 -0.6504  0.1712
N: 5.1208 0.2792 -0.8094  0.1840
H: 2.0708 0.8642 -0.5754  0.0827
H: 3.4458 1.9382 -0.7234  0.1306
H: 5.7438 -0.5468 -0.9574  0.1486
H: 5.5148 1.0982 -1.1674  0.0921
C: -3.6812 0.4322 1.7226  -0.6412
O: -2.3122 0.4312 1.4786  -0.1073
N: -4.1172 0.9192 2.8286  0.1633
N: -4.5082 -0.2148 0.9936  0.1771
H: -3.3402 1.1102 3.4476  0.1274
H: -5.0872 1.0232 3.1646  0.1356
H: -4.1942 -0.6218 0.1316  0.0560
H: -5.4782 -0.3878 1.2386  0.1268
C: -1.1812 -3.0788 1.0616  -0.6416
O: -0.5262 -2.0488 1.7186  -0.1000
N: -2.3992 -3.3538 1.2656  0.1509
N: -0.6242 -3.9408 0.2966  0.1862
H: -2.8602 -2.7478 1.9696  0.1519
H: -2.9982 -4.0918 0.8526  0.1530
H: 0.3148 -3.7088 -0.0664  0.0795
H: -1.1262 -4.7598 -0.1394  0.1571
C: 2.6088 -0.8728 3.0326  -0.6556
O: 3.8748 -0.4008 2.8716  -0.1404
N: 1.8898 -1.0528 1.9276  0.1642
N: 2.0288 -1.1798 4.1356  0.1529
H: 2.4898 -0.9918 1.0776  0.0513
H: 0.9608 -1.4568 1.9126  0.0224
H: 2.5648 -1.2778 5.0196  0.1333
H: 1.1228 -1.6598 4.1086  0.1157
C: 0.0088 -0.7108 -0.8084  -0.1364
O: 0.4328 0.6022 -0.4594  -0.1381
H: -0.9932 -0.7768 -0.5114  0.0383
H: 0.5558 -1.4728 -0.4004  0.0281
H: -0.0842 -0.7278 -1.9414  0.0776
H: -0.3052 1.1912 -0.7314  0.0403
C: 1.5328 1.1732 -3.8274  -0.1699
O: 2.9038 1.1672 -3.5674  -0.1251
H: 1.2348 0.5822 -4.7444  0.0996
H: 1.1598 2.1682 -3.7744  0.0581
H: 1.0648 0.5842 -2.9874  0.0625
H: 3.0118 1.0462 -2.6154  0.0182
C: -3.0252 -2.0688 -2.2654  -0.1369
O: -3.5022 -1.7858 -0.9844  -0.1294
H: -3.7032 -1.6298 -2.9844  0.0973
H: -3.0442 -3.1158 -2.4604  0.0684
H: -2.0032 -1.8618 -2.4054  0.0407
H: -2.9092 -2.1938 -0.3554  0.0306
C: -2.1312 1.4692 -2.0134  -0.0866
O: -1.0922 2.4352 -1.6744  -0.1195
H: -1.7862 0.4772 -2.3964  0.0681
H: -2.8542 1.8782 -2.6814  0.0745
H: -2.6962 1.2072 -1.0884  0.0867
H: -0.9492 3.0072 -2.3954  0.0687
C: 2.7178 2.3852 2.1416  -0.1717
O: 2.6778 3.7942 1.9936  -0.1196
H: 2.0478 1.9332 1.4036  0.0571
H: 2.5668 2.0082 3.1396  0.0766
H: 3.7788 2.1832 1.9366  0.0809
H: 3.2578 3.9512 1.2596  0.0485
C: 0.8088 -3.6908 -2.4644  -0.1440
O: 1.5558 -3.5818 -1.2614  -0.1635
H: 1.1378 -2.7638 -2.9674  0.0897
H: -0.3232 -3.8088 -2.2074  0.0916
H: 1.0238 -4.5288 -3.1164  0.0686
H: 2.4738 -3.3768 -1.5284  0.1075



The following is a DFT calculation (ωB97M-V with the def2-TZVPD basis set) of C12H48Ba2NO12 as an isolated structure in a non-equilibrium geometry.

Calculated values
Total charge: +3
HOMO-LUMO gap in eV: 3.276
Relative energy (zero: lowest compared OMol25 entry of this formula, charge and spin) in kcal/mol: 27.1

Each line ends with the Löwdin charge.
CARTESIAN COORDINATES (ANGSTROEM)
N: 3.8579 2.2681 -1.9875  0.3066
H: 3.3362 1.6282 -1.3243  0.0611
H: 3.6809 1.8945 -2.9295  0.1720
H: 4.8497 2.2858 -1.7751  0.1329
H: 3.4615 3.2139 -1.9337  0.1514
Ba: 2.4205 1.6439 2.3395  1.8441
Ba: 5.5158 -0.6034 0.4969  1.9164
O: 0.0678 0.4804 1.3906  -0.4797
C: 0.3009 -0.2872 0.2207  -0.3161
C: 1.4923 0.1350 -0.6852  -0.3311
O: 2.8394 0.3002 -0.1800  -0.6707
H: -0.6262 -0.3116 -0.3604  0.1121
H: 0.4820 -1.3318 0.5265  0.0992
H: 1.2138 1.0902 -1.1541  0.0787
H: 1.5690 -0.6101 -1.4873  0.1099
C: -2.1891 -0.1388 4.0279  -0.0898
O: -1.3608 -1.0870 3.3558  -0.1619
H: -2.8498 -0.6533 4.7205  0.1047
H: -1.5821 0.6108 4.5414  0.0770
H: -2.8401 0.3710 3.3073  0.0875
H: -0.8701 -0.6752 2.6262  0.0416
C: 1.6089 -2.4832 3.3007  -0.2027
O: 0.5750 -3.0394 4.0507  -0.0619
H: 1.8142 -1.4329 3.5604  0.0467
H: 2.5256 -3.0693 3.4239  0.0858
H: 1.4329 -2.5853 2.2172  0.0567
H: -0.1777 -2.4161 3.9809  0.0637
C: -2.8317 1.8255 -0.4696  -0.1340
O: -2.5845 1.6048 0.9057  -0.1296
H: -3.8734 2.1210 -0.5637  0.1008
H: -2.2325 2.6434 -0.8911  0.0506
H: -2.6304 0.9482 -1.0922  0.0758
H: -1.7020 1.2240 1.0204  0.0077
C: -1.1373 3.6017 3.2330  -0.1060
O: -0.2288 2.4999 3.2236  -0.2707
H: -2.1456 3.2226 3.4143  0.0978
H: -0.9645 4.2957 4.0520  0.0960
H: -1.1829 4.1429 2.2883  0.0706
H: -0.5107 1.8540 2.5507  -0.0055
C: -0.3825 -4.0611 -1.9493  -0.1326
O: -1.2810 -4.3560 -3.0346  -0.1134
H: -0.6766 -3.0775 -1.5689  0.0481
H: -0.5072 -4.8072 -1.1664  0.0935
H: 0.6369 -4.0302 -2.3288  0.0661
H: -1.9755 -4.9091 -2.6638  0.1008
C: -0.3139 2.5344 -3.6090  -0.1803
O: -1.6292 3.0377 -3.5058  -0.0859
H: 0.4281 3.3325 -3.4970  0.0665
H: -0.1848 1.7406 -2.8581  0.0458
H: -0.1459 2.0303 -4.5589  0.0883
H: -1.6573 3.6918 -2.8035  0.0662
C: 3.1796 -3.7498 -0.2261  -0.0572
O: 3.4691 -2.4517 0.3518  -0.3485
H: 4.1117 -4.2697 -0.4381  0.0954
H: 2.6407 -4.3448 0.5105  0.1039
H: 2.6034 -3.6615 -1.1436  0.0830
H: 2.7197 -1.8462 0.2291  0.0191
C: -3.3448 -2.0683 0.5760  -0.1555
O: -3.3407 -2.5914 1.8868  -0.0997
H: -2.5048 -2.4232 -0.0362  0.0553
H: -4.3162 -2.2631 0.1274  0.0908
H: -3.2441 -0.9717 0.5544  0.0600
H: -2.7565 -2.0286 2.4164  0.0267
C: 0.6772 4.0220 -0.1638  -0.0912
O: 2.0050 3.8455 0.3893  -0.2598
H: 0.7134 4.4764 -1.1573  0.0900
H: 0.2053 3.0461 -0.2608  0.0703
H: 0.0910 4.6890 0.4660  0.0946
H: 2.3316 4.7197 0.6434  0.0986
C: -1.0310 -1.0652 -3.7339  -0.1795
O: -0.7453 -2.0412 -4.7013  -0.0964
H: -1.2589 -0.1176 -4.2148  0.0717
H: -1.9050 -1.3678 -3.1460  0.0882
H: -0.2143 -0.9291 -3.0060  0.0436
H: -0.9214 -2.9153 -4.3202  0.0454



The following is a DFT calculation (ωB97M-V with the def2-TZVPD basis set) of a 12-piece molecular cluster, C12H48N14O12 overall in a non-equilibrium geometry.

Calculated values
Total charge: 0
SMILES string: NC(N)=O.NC(N)=O.NC(N)=O.NC(N)=O.NC(N)=O.NC(N)=O.NC(N)=O.CO.CO.CO.CO.CO
HOMO-LUMO gap in eV: 7.398
Relative energy (zero: lowest compared OMol25 entry of this formula, charge and spin) in kcal/mol: 235.7

Each line ends with the Löwdin charge.
CARTESIAN COORDINATES (ANGSTROEM)
C: -1.9310 -4.0880 4.9710  -0.6797
O: -3.2280 -4.0390 4.5930  -0.0758
N: -0.8700 -4.3200 4.2540  0.1473
N: -1.5890 -3.9990 6.2000  0.1448
H: -1.0770 -4.4530 3.2180  0.1706
H: 0.0810 -4.4490 4.5780  0.0637
H: -2.3670 -3.8050 6.7720  0.1322
H: -0.6170 -3.8600 6.5770  0.1037
C: -0.2680 -7.0390 6.4090  -0.6208
O: 0.8300 -6.3540 6.0120  -0.0613
N: -0.2700 -8.2640 6.7360  0.1723
N: -1.4700 -6.6060 6.6020  0.1465
H: 0.5760 -8.7600 6.4830  0.1317
H: -1.0330 -8.8220 7.1850  0.1605
H: -1.6370 -5.6310 6.3000  0.0707
H: -2.2320 -7.1960 6.5240  0.1212
C: -0.5640 -5.4220 9.4830  -0.5929
O: -0.0330 -4.6570 8.5670  -0.0492
N: -1.4380 -6.3750 9.2670  0.1593
N: -0.2720 -5.2800 10.8320  0.1240
H: -1.3890 -6.6490 8.2150  0.0757
H: -1.6320 -7.0280 10.0130  0.1070
H: 0.4140 -4.6050 11.2030  0.0556
H: -0.5040 -6.1640 11.3930  0.1486
C: 1.0840 -3.0960 12.7210  -0.6070
O: 0.0240 -2.5010 13.3930  -0.1179
N: 1.2270 -2.9660 11.3880  0.1099
N: 1.9790 -3.8700 13.2350  0.1592
H: 1.9510 -3.5140 10.8510  0.0660
H: 0.4460 -2.3970 10.9860  0.0768
H: 1.7420 -4.2980 14.0850  0.0981
H: 2.7000 -4.3750 12.6800  0.0704
C: -0.1520 -0.6320 3.7430  -0.5746
O: -0.2480 0.7070 3.4420  -0.1271
N: -0.8290 -1.6360 3.1460  0.1389
N: 0.5550 -1.0800 4.7820  0.1860
H: -1.1150 -1.4230 2.1110  0.1651
H: -0.8290 -2.6090 3.4250  0.0302
H: 0.7830 -0.2410 5.3070  0.1255
H: 0.6550 -1.9470 5.1450  0.0054
C: 3.4170 -5.3210 10.4560  -0.6126
O: 2.6770 -4.5000 9.6760  -0.0864
N: 4.0630 -4.8380 11.4780  0.1454
N: 3.5250 -6.6040 10.2750  0.1911
H: 4.6530 -5.4410 12.0210  0.1249
H: 4.1340 -3.7800 11.5340  0.1782
H: 2.9240 -6.9520 9.5180  0.1348
H: 4.0050 -7.2340 10.9300  0.1362
C: -1.7260 -1.9330 10.4870  -0.6897
O: -2.4180 -0.7640 10.5570  -0.1137
N: -1.9530 -2.9920 11.1870  0.1621
N: -0.7550 -2.0880 9.6610  0.1216
H: -2.8540 -2.8340 11.7100  0.1582
H: -1.5300 -3.8900 10.8780  0.0727
H: -0.4000 -1.2360 9.1090  0.1139
H: -0.3310 -3.0050 9.4220  0.0746
C: 1.6340 -0.1290 9.3020  -0.1231
O: 0.3140 0.4250 9.1420  -0.1064
H: 2.1630 0.5870 9.8190  0.0559
H: 2.1250 -0.4460 8.3780  0.0715
H: 1.7330 -0.8790 10.0940  0.0716
H: 0.0860 0.8620 9.9500  0.0838
C: 1.5990 -2.6650 7.1190  -0.1509
O: 1.1130 -3.5770 6.1830  -0.1868
H: 2.4050 -2.1120 6.6790  0.0687
H: 2.0690 -3.1040 7.9620  0.0567
H: 0.8700 -1.9900 7.4260  0.0516
H: 1.1510 -4.4900 6.4940  0.0384
C: 4.8650 -1.1740 7.8660  -0.1556
O: 4.3880 -2.2780 8.6650  -0.1370
H: 4.4670 -1.1980 6.8690  0.0495
H: 5.9620 -1.2550 7.5420  0.0921
H: 4.7730 -0.1550 8.2450  0.0781
H: 4.6040 -3.0860 8.2080  0.0171
C: 2.4360 -3.6800 3.4730  -0.2078
O: 3.5270 -4.2240 2.8400  -0.1250
H: 1.7710 -4.4700 3.7930  0.0590
H: 1.9460 -3.0190 2.7690  0.0742
H: 2.7510 -2.9340 4.2460  0.0899
H: 4.1910 -3.4920 2.6430  0.1245
C: 3.8280 -5.7590 6.5400  -0.1266
O: 4.5930 -4.6190 6.9140  -0.1219
H: 3.0840 -5.9540 7.2430  0.0275
H: 4.5600 -6.5820 6.5660  0.0894
H: 3.4110 -5.7360 5.5140  0.0831
H: 5.4650 -4.6050 6.5220  0.0865